92
Properties=species:S:1:pos:R:3:forces:R:3 method="wB97M-V/def2-TZVPD" de_lowest_kj_mol=524.8 e_homo_ev=-8.92 smiles="COC[C@H](C)N.COC[C@H](C)N.COC[C@H](C)N.COC[C@H](C)N.NC(N)=O.NC(N)=O.NC(N)=O" spin_multiplicity=1 lumo_energy_ev=0.399
C -2.351 -4.542 3.085 -1.218 0.254 1.453
O -2.281 -3.389 2.858 1.160 4.539 -1.033
N -2.578 -5.034 4.276 -0.236 -0.625 4.620
N -2.405 -5.481 2.224 0.218 -3.510 -4.433
H -2.414 -4.415 5.056 -0.337 -0.411 0.004
H -2.888 -5.987 4.408 0.319 0.475 0.420
H -2.668 -6.387 2.584 0.310 0.010 -1.190
H -2.317 -5.210 1.255 -0.229 -0.662 0.107
C 4.555 -4.639 -1.318 -1.411 3.064 0.457
O 4.158 -3.998 -0.359 -1.067 0.660 -0.053
N 4.412 -4.402 -2.608 -1.741 2.552 -2.510
N 5.299 -5.646 -1.190 4.350 -6.925 2.277
H 3.933 -3.538 -2.819 0.117 -0.197 -0.592
H 4.793 -5.001 -3.327 -0.347 0.468 0.235
H 5.728 -6.142 -1.958 -0.284 0.174 0.241
H 5.265 -6.154 -0.318 0.281 0.274 -0.061
C 0.282 -0.962 -2.566 4.733 0.016 -4.035
O 1.230 -1.063 -3.362 0.006 -0.699 0.054
N -0.792 -0.367 -2.879 -5.432 2.817 -1.324
N 0.318 -1.342 -1.354 0.926 -2.562 5.997
H -0.966 -0.011 -3.808 0.132 0.017 0.367
H -1.426 -0.205 -2.110 -0.536 0.276 -0.728
H -0.393 -1.117 -0.674 0.092 -0.202 -0.223
H 1.047 -1.972 -1.052 0.019 0.355 -0.070
C 3.699 7.018 -0.993 -0.336 1.319 -0.006
C 3.535 6.029 0.102 0.340 -1.910 0.368
C 2.379 5.037 -0.160 -1.142 -0.428 -0.115
O 1.812 4.505 1.049 0.378 0.220 0.299
C 0.533 3.832 1.004 1.261 1.155 -0.066
N 4.816 5.326 0.408 -0.640 0.473 0.371
H 4.052 6.685 -1.969 -0.015 -0.197 0.129
H 4.321 7.820 -0.596 0.522 -0.109 -0.364
H 2.735 7.519 -1.076 -0.151 -0.059 -0.552
H 3.268 6.645 0.961 -0.092 -0.367 0.354
H 2.664 4.207 -0.808 0.715 -0.307 0.051
H 1.595 5.475 -0.776 -0.341 0.715 0.224
H 0.444 3.309 1.956 0.178 -0.412 -0.323
H 0.497 3.205 0.113 -0.318 -0.285 0.187
H -0.265 4.574 1.024 -0.175 0.091 -0.452
H 5.334 5.034 -0.409 -0.231 0.150 -0.338
H 4.606 4.483 0.922 0.044 -0.065 0.227
C 4.028 -3.064 7.434 1.524 0.526 -0.731
C 3.035 -1.944 7.602 -0.921 -0.909 -1.246
C 2.074 -1.990 6.421 0.287 0.808 -0.410
O 2.711 -1.377 5.325 -0.204 -0.284 -2.183
C 1.931 -1.525 4.112 -1.170 -0.303 0.534
N 2.228 -2.246 8.731 -0.224 -0.087 1.603
H 3.637 -4.050 7.182 -0.417 0.161 0.385
H 4.720 -3.116 8.275 -0.134 -0.214 0.248
H 4.659 -2.780 6.593 0.157 -0.098 -0.181
H 3.545 -0.987 7.721 0.109 0.184 -0.510
H 1.123 -1.480 6.577 -0.160 0.390 0.508
H 1.781 -3.028 6.260 0.264 -0.316 -0.304
H 1.812 -2.542 3.736 0.655 -0.505 0.388
H 2.159 -0.949 3.215 1.074 0.463 0.658
H 0.893 -1.265 4.319 -0.250 0.335 0.304
H 2.909 -2.236 9.477 -0.370 -0.293 0.806
H 1.602 -1.476 8.919 -0.238 0.131 0.116
C -4.773 -1.835 -0.878 -0.798 -0.224 -0.269
C -4.945 -0.477 -0.181 0.949 -0.574 0.259
C -6.067 -0.499 0.854 -3.111 -0.044 -0.302
O -6.398 0.778 1.431 0.073 0.706 2.135
C -7.390 0.829 2.572 1.052 -1.573 -1.142
N -3.662 -0.206 0.451 0.289 0.646 0.652
H -3.963 -1.952 -1.598 0.272 0.846 0.108
H -5.656 -2.100 -1.459 -0.250 -0.177 0.262
H -4.557 -2.608 -0.141 -0.325 -0.077 0.209
H -5.067 0.335 -0.898 -0.524 -0.093 -0.078
H -6.063 -1.318 1.574 1.200 0.104 0.595
H -7.027 -0.753 0.406 -0.077 -0.386 -1.089
H -7.128 1.517 3.375 0.234 0.726 -0.862
H -7.435 -0.094 3.151 0.429 -0.638 -0.379
H -8.409 0.922 2.197 0.161 0.603 -0.220
H -3.867 0.552 1.087 0.380 0.725 0.072
H -3.466 -0.939 1.117 0.219 -0.640 0.003
C 0.651 4.243 -6.968 -1.294 -0.996 0.435
C 0.032 2.854 -6.620 0.063 0.379 -0.078
C -1.361 2.474 -7.308 1.889 0.280 1.245
O -1.835 1.243 -6.724 -0.557 0.694 -0.515
C -2.944 0.677 -7.464 1.247 0.585 -0.422
N 1.091 1.878 -6.848 -0.756 -0.989 -0.466
H 0.145 4.966 -6.328 0.110 0.463 -0.405
H 0.540 4.442 -8.034 0.045 0.257 0.080
H 1.708 4.205 -6.706 -0.084 0.105 -0.068
H -0.112 2.793 -5.541 -0.819 0.599 0.243
H -1.232 2.428 -8.389 0.034 -0.419 -0.177
H -2.017 3.318 -7.096 -0.429 -0.075 0.097
H -2.539 0.417 -8.442 -0.081 -0.599 -0.126
H -3.722 1.398 -7.714 -0.210 0.239 0.600
H -3.339 -0.189 -6.933 0.157 0.193 -0.016
H 1.768 2.015 -6.112 0.404 0.192 -0.019
H 0.622 1.044 -6.526 0.304 -0.970 -0.323

***

13
Properties=species:S:1:pos:R:3:forces:R:3 method="wB97M-V/def2-TZVPD" de_lowest_kj_mol=160.0 charge=+1 e_homo_ev="-15.96 / -15.94" spin_multiplicity=2 lumo_energy_ev="-5.076 / -9.049" s_squared=0.752
C -1.398 -1.574 -0.255 -0.326 2.802 0.653
C 1.167 1.338 -0.080 -0.203 -0.829 0.828
O 1.934 0.742 0.977 -1.258 0.940 -1.099
C -0.108 0.596 -0.337 2.368 1.951 -1.781
C -0.305 -0.658 0.175 -0.368 -3.176 0.478
H -1.193 -2.236 -1.112 -0.231 0.443 0.117
H -2.098 -0.711 -0.408 -0.676 -1.467 -0.975
H -1.762 -2.104 0.620 0.237 -0.553 -0.057
H 1.685 1.408 -1.048 0.347 -0.554 -0.030
H 1.042 2.416 0.087 -0.510 0.143 0.170
H 1.311 0.924 1.695 0.840 -0.238 0.794
H -0.617 0.959 -1.238 -0.635 -0.133 0.608
H 0.339 -1.100 0.923 0.415 0.673 0.294

***

77
Properties=species:S:1:pos:R:3:forces:R:3 method="wB97M-V/def2-TZVPD" de_lowest_kj_mol=139.4 charge=+1 e_homo_ev=-10.33 spin_multiplicity=1 lumo_energy_ev=-4.355
C -5.346 0.951 2.455 -0.107 -0.137 0.084
C -4.033 0.311 2.864 0.584 -0.174 0.056
C -2.972 1.348 3.241 -0.602 0.354 0.033
C -1.585 0.818 3.457 -0.200 -0.361 -0.505
O -1.345 -0.092 2.323 0.987 0.213 0.079
C -0.092 -0.406 2.050 0.174 0.323 1.392
C 0.151 -1.358 1.057 0.546 0.036 2.004
O 0.806 0.169 2.847 0.045 -0.241 -1.361
Si 2.486 0.574 2.523 -0.201 -0.552 0.858
C 2.866 0.059 0.779 0.286 0.181 -0.375
C 2.491 2.400 2.780 -0.022 0.353 -0.282
C 3.573 -0.302 3.835 -0.394 0.052 -0.306
C 4.180 -1.581 3.233 0.067 -0.065 0.153
C 2.739 -0.671 5.077 0.091 -0.083 0.056
C 4.703 0.656 4.254 0.071 -0.003 0.037
H -5.918 0.243 1.856 -0.149 0.074 0.043
H -5.943 1.232 3.324 -0.007 0.089 -0.066
H -5.168 1.845 1.854 -0.056 0.003 -0.030
H -4.177 -0.398 3.692 -0.014 0.102 -0.176
H -3.625 -0.261 2.023 -0.203 -0.002 0.118
H -2.935 2.095 2.438 0.034 -0.049 0.074
H -3.263 1.889 4.148 -0.014 0.014 -0.038
H -0.862 1.634 3.414 -0.014 -0.274 0.237
H -1.482 0.216 4.367 0.074 0.225 -0.123
H 1.156 -1.786 1.123 -0.273 0.347 -0.135
H -0.605 -2.133 1.131 0.117 0.474 -0.382
H 3.757 0.622 0.460 -0.173 -0.125 -0.003
H 3.093 -1.009 0.658 -0.064 0.316 0.120
H 2.041 0.320 0.103 0.191 0.009 0.088
H 3.446 2.819 2.439 -0.156 0.003 0.119
H 1.695 2.863 2.185 0.111 0.019 0.061
H 2.343 2.688 3.826 0.026 -0.128 -0.159
H 4.811 -1.370 2.360 -0.114 -0.044 0.175
H 4.811 -2.072 3.989 -0.124 0.058 -0.188
H 3.403 -2.300 2.936 0.149 0.127 0.034
H 2.272 0.207 5.544 0.054 -0.178 -0.130
H 1.957 -1.406 4.845 0.127 0.220 0.028
H 3.401 -1.129 5.830 -0.145 0.120 -0.147
H 4.318 1.553 4.757 0.081 -0.202 -0.119
H 5.372 0.142 4.960 -0.122 0.110 -0.151
H 5.312 0.980 3.400 -0.083 -0.054 0.141
C -6.795 -1.069 -0.940 0.231 0.055 0.300
O -5.765 -1.558 -0.051 0.416 -0.336 -0.800
C -4.479 -1.604 -0.507 -0.042 0.142 0.366
C -3.623 -2.557 0.097 -0.808 0.620 -0.445
C -2.296 -2.562 -0.227 0.867 0.146 0.042
C -1.695 -1.522 -0.991 -1.135 -0.100 -0.554
C -0.249 -1.376 -1.142 0.496 -2.562 0.051
C 0.214 -0.803 -2.346 1.787 0.988 -0.958
C 1.527 -0.595 -2.782 -1.613 -0.581 0.567
C 1.851 -0.010 -4.058 0.557 0.437 -0.829
C 3.211 -0.021 -4.508 -0.769 -0.053 0.331
C 3.579 0.526 -5.718 -0.094 0.135 -0.277
C 2.611 1.145 -6.548 0.011 -0.049 0.132
O 3.068 1.702 -7.700 -0.706 -0.141 0.590
C 2.145 2.446 -8.529 0.158 -0.211 0.164
C 1.258 1.162 -6.132 0.559 0.046 -0.239
C 0.899 0.615 -4.912 0.325 -0.282 0.285
C -2.596 -0.640 -1.657 0.935 -0.598 0.311
C -3.959 -0.724 -1.468 -0.802 0.108 0.132
H -7.725 -1.250 -0.392 0.208 0.131 -0.267
H -6.669 0.007 -1.132 -0.100 -0.299 0.087
H -6.800 -1.623 -1.891 0.079 0.123 0.326
H -4.051 -3.246 0.813 0.024 -0.176 -0.158
H -1.676 -3.389 0.141 -0.195 0.426 -0.001
H 0.453 -2.100 -0.655 -1.174 0.462 -1.509
H -0.540 -0.640 -3.107 -0.028 0.474 0.299
H 2.363 -0.936 -2.166 -0.167 0.273 0.000
H 3.958 -0.486 -3.858 -0.158 0.163 -0.307
H 4.617 0.492 -6.051 -0.318 0.086 0.065
H 2.770 2.848 -9.325 -0.163 -0.018 0.066
H 1.370 1.794 -8.957 0.250 0.084 0.141
H 1.669 3.269 -7.976 0.220 -0.244 -0.045
H 0.515 1.617 -6.784 0.064 -0.088 0.298
H -0.144 0.684 -4.604 0.266 -0.006 -0.095
H -2.208 0.109 -2.348 -0.159 -0.097 0.321
H -4.638 -0.065 -2.021 0.397 -0.208 0.302

***

67
Properties=species:S:1:pos:R:3:forces:R:3 method="wB97M-V/def2-TZVPD" charge=+1 e_homo_ev="-9.31 / -9.31" spin_multiplicity=2 lumo_energy_ev="-5.786 / -6.655" s_squared=0.826
Ir -1.007 1.742 0.081 -0.799 -0.702 -0.595
C -1.642 -0.432 3.839 0.288 -0.148 0.208
C -1.856 0.436 2.770 0.010 0.135 -0.217
N -0.902 0.748 1.900 -0.557 -0.217 -0.111
C 0.336 0.205 2.056 0.458 -0.328 0.357
C 0.626 -0.707 3.100 -0.328 0.452 -0.368
C -0.407 -1.012 4.011 -0.174 0.237 -0.273
C 1.911 -1.288 3.154 0.199 0.074 -0.273
C 2.846 -0.998 2.184 0.020 -0.200 0.304
C 2.591 -0.072 1.179 -0.300 0.279 -0.067
C 1.358 0.588 1.121 0.371 -0.439 0.296
N 0.956 1.516 0.214 1.067 -0.204 0.291
C 1.694 2.290 -0.621 0.642 0.467 -0.421
C 3.069 2.556 -0.566 -0.647 -0.343 0.276
C 3.678 3.351 -1.529 0.051 0.328 -0.515
C 2.955 3.914 -2.558 0.249 -0.107 0.328
C 1.552 3.770 -2.602 -0.386 -0.298 0.315
C 0.737 4.412 -3.555 -0.450 -0.184 0.159
C -0.628 4.239 -3.497 0.566 0.214 -0.220
C -1.179 3.439 -2.503 0.045 -0.343 0.426
N -0.436 2.827 -1.585 -0.641 -0.093 -0.453
C 0.916 2.971 -1.621 0.550 0.196 -0.259
H -2.456 -0.650 4.512 -0.070 0.004 0.030
H -2.828 0.881 2.606 -0.009 0.018 -0.107
H -0.218 -1.697 4.821 -0.003 -0.146 0.093
H 2.140 -1.985 3.943 0.020 -0.179 0.089
H 3.801 -1.502 2.202 0.058 -0.038 0.001
H 3.340 0.098 0.420 0.000 0.043 -0.044
H 3.654 2.184 0.258 0.072 -0.101 0.064
H 4.740 3.538 -1.463 0.059 -0.032 0.003
H 3.445 4.503 -3.317 0.057 0.098 -0.046
H 1.190 5.036 -4.310 0.024 0.058 -0.091
H -1.280 4.720 -4.205 -0.101 0.043 -0.098
H -2.246 3.286 -2.443 -0.068 -0.040 0.102
Cl -1.712 4.370 1.082 1.061 -0.705 -0.054
C -3.160 3.588 0.551 -0.722 -0.953 -0.557
C -2.990 2.279 0.066 -1.023 0.282 0.000
C -4.172 1.637 -0.337 0.560 0.369 0.226
Cl -4.068 0.041 -0.959 -0.008 -0.309 -0.118
C -5.425 2.249 -0.264 -0.030 0.168 0.054
Cl -6.842 1.399 -0.725 0.118 0.059 -0.006
C -5.526 3.570 0.182 0.468 0.031 0.017
Cl -7.033 4.361 0.191 -0.175 0.099 0.068
C -4.371 4.257 0.599 -0.467 -0.237 -0.125
Cl -4.476 5.877 1.140 0.137 0.020 0.052
O -0.051 -5.984 2.497 -0.738 0.260 0.862
S 0.831 -6.951 1.907 1.776 1.387 -3.243
O 0.231 -8.028 1.169 -0.608 -0.988 0.597
O 2.085 -7.171 2.571 0.167 -0.630 1.092
C 1.507 -6.003 0.385 -1.479 -2.346 3.873
N 2.469 -6.529 -0.295 2.159 -0.053 -2.463
C 2.905 -5.792 -1.338 -0.292 -1.197 1.263
C 2.354 -4.570 -1.631 -1.103 1.705 -0.012
C 1.290 -4.093 -0.823 1.729 -3.451 0.572
N 0.902 -4.895 0.212 -1.127 4.286 -2.059
C 0.574 -2.865 -0.954 -1.011 1.670 -0.112
C 0.925 -1.809 -1.821 -0.262 -0.575 0.421
C 0.229 -0.627 -1.756 0.135 0.459 -0.309
N -0.799 -0.421 -0.926 -0.053 2.027 1.147
C -1.215 -1.454 -0.177 -0.302 0.123 0.318
C -0.572 -2.661 -0.152 0.471 -0.189 -0.480
H 3.712 -6.228 -1.909 0.057 0.111 -0.171
H 2.718 -3.990 -2.464 0.110 0.045 -0.209
H 1.745 -1.905 -2.512 0.104 0.015 -0.123
H 0.497 0.196 -2.405 0.074 0.105 0.069
H -2.101 -1.285 0.418 0.045 0.037 0.097
H -0.913 -3.466 0.478 -0.044 -0.131 0.131